The following is a DFT calculation (ωB97M-V/def2-TZVPD) of a molecular structure, AgCl2H10O5 at a distorted geometry.

Positions of all 18 atoms, in Å:
Ag1 0.02 0.05 0.18
Cl1 -2.57 -0.20 -2.14
Cl2 2.77 0.37 2.29
O1 -1.95 -0.16 2.81
H1 -1.93 -0.91 3.40
H2 -2.83 0.19 2.89
O2 -0.47 -3.16 0.62
H3 -0.69 -3.98 1.06
H4 -0.25 -3.42 -0.28
O3 1.40 1.87 -2.09
H5 1.46 1.64 -3.01
H6 1.77 2.75 -2.03
O4 -1.05 3.29 0.60
H7 -1.66 3.69 1.21
H8 -1.27 3.67 -0.25
O5 2.05 -1.79 -1.63
H9 2.79 -1.21 -1.83
H10 2.39 -2.67 -1.79

Computed properties:
E ... -39440.6767 eV
Molar mass ... 268.85 g/mol
Expectation value of S² ... 0.75
Gap between HOMO and LUMO (spin up / spin down) ... 6.3 / 2.3 eV
HOMO (spin up / spin down) ... -7.147 / -7.141 eV
Energy relative to the best compared isomer or geometry (same formula, charge and spin) ... 267.4 kJ/mol
2S+1 ... 2

Atom charges from the Löwdin analysis, given in e for atoms 1 to 5: number 1, Ag, carries 0.733; number 2, Cl, carries -0.766; number 3, Cl, carries 0.053; number 4, O, carries -0.066; number 5, H, carries 0.030